The following is a DFT calculation (wB97M-V/def2-TZVPD) of C24H28CuF4N6O3S2 as an isolated structure at a distorted geometry.

Output
relative energy (zero: lowest compared OMol25 entry of this formula, charge and spin): 166.42 kJ/mol
multiplicity: 2
gap between HOMO and LUMO (alpha / beta): 7.65 / 6.90 eV
E_HOMO (alpha / beta): -7.46 / -7.44 eV
total charge: 0

Last column: natural (NBO) charge in e.
Positions of all 68 atoms, in Å:
Cu 0.55376 -0.73747 0.92580  1.451
C 0.69329 -2.59917 3.45780  -0.412
N 0.31444 -2.58103 2.04528  -0.485
C 0.85796 -3.77595 1.38736  -0.424
C -1.16072 -2.54983 1.92655  -0.237
C -1.61427 -2.32304 0.46986  -0.249
N -0.51853 -1.72602 -0.27575  -0.782
C -0.52752 -1.74409 -1.63104  0.087
C 0.69467 -1.64636 -2.33061  0.311
F 1.84645 -1.64850 -1.62868  -0.319
C 0.76925 -1.61948 -3.70251  0.334
F 1.98236 -1.51458 -4.27764  -0.314
C -0.35412 -1.73812 -4.50112  -0.390
C -1.55513 -1.88890 -3.84115  0.318
F -2.69016 -2.00736 -4.55779  -0.313
C -1.65642 -1.87858 -2.46355  0.307
F -2.89930 -1.91729 -1.93854  -0.327
H 0.32647 -3.51062 3.94536  0.186
H 0.27563 -1.73490 3.96923  0.217
H 1.77898 -2.57437 3.54839  0.202
H 0.46898 -4.68137 1.86923  0.180
H 1.94485 -3.77427 1.46950  0.205
H 0.58674 -3.77058 0.33634  0.232
H -1.51171 -1.73250 2.55832  0.222
H -1.58340 -3.48244 2.32302  0.187
H -2.51255 -1.69737 0.49947  0.215
H -1.91105 -3.27335 0.01534  0.188
H -0.28628 -1.74578 -5.57811  0.251
N -4.15963 -0.34292 -3.44519  -0.809
C -3.54244 0.18888 -2.31410  0.213
C -2.19600 0.56491 -2.35922  -0.248
C -1.58899 1.11804 -1.25173  -0.174
C -2.31121 1.30508 -0.07956  -0.410
C -3.64854 0.94622 -0.02601  -0.152
C -4.26048 0.39010 -1.13641  -0.291
S -1.55831 2.09235 1.30333  2.340
O -0.74608 3.18088 0.79111  -0.981
O -2.60375 2.40443 2.23937  -0.948
N -0.58559 0.90415 1.83584  -1.020
C 0.41944 1.19521 2.67999  0.569
N 1.41991 0.27413 2.57035  -0.625
C 2.48164 0.38375 3.35628  0.096
C 2.59031 1.41487 4.26772  -0.385
C 1.52460 2.31273 4.30612  0.118
N 0.44958 2.22121 3.54392  -0.474
H -3.52047 -0.80311 -4.07658  0.384
H -4.94327 -0.94471 -3.23876  0.369
H -1.62258 0.39621 -3.26431  0.204
H -0.53840 1.37027 -1.27567  0.239
H -4.20746 1.10791 0.88595  0.241
H -5.30353 0.10133 -1.08714  0.209
H 3.26156 -0.35991 3.23296  0.202
H 3.45048 1.52260 4.91022  0.230
H 1.54250 3.14758 4.99998  0.199
O 1.59170 0.65174 -0.23369  -1.055
S 2.94285 1.32011 -0.10618  1.238
C 3.25307 1.97680 -1.76068  -0.592
C 2.49192 3.29517 -1.84100  -0.415
C 2.80082 4.00291 -0.52597  -0.407
C 2.58758 2.97146 0.57985  -0.624
H 2.94078 1.19489 -2.45197  0.259
H 4.33067 2.13043 -1.85316  0.226
H 1.42081 3.10635 -1.93060  0.231
H 2.80153 3.87743 -2.70887  0.226
H 2.16397 4.87055 -0.35697  0.243
H 3.83891 4.34570 -0.53465  0.200
H 1.53241 2.90328 0.86061  0.295
H 3.18704 3.13431 1.47442  0.236

The following is a DFT calculation (wB97M-V/def2-TZVPD) of a 6-piece molecular cluster, C24H28F5IN3O17PS overall at a distorted geometry.

Output
gap between HOMO and LUMO: 8.44 eV
E_HOMO: -8.72 eV
total charge: 0

Last column: Mulliken charge in e.
Positions of all 80 atoms, in Å:
C 2.09854 4.12620 1.67770  -0.981
C 1.32934 3.49062 0.38143  -0.476
I 2.73021 3.24474 -1.28450  0.102
C 0.67975 2.10286 0.88608  -1.204
C -0.81496 1.80628 0.33465  1.194
C -0.73939 2.02590 -1.27372  -0.469
N -0.82343 2.53524 -2.37440  -0.588
P -1.07450 -0.10000 0.54807  0.401
S -2.45827 -0.82591 -0.61131  -0.332
C -1.98090 2.67221 1.04432  2.485
C -1.47203 3.70193 2.18137  -1.159
C -3.00525 1.62327 1.79594  -0.576
N -3.76633 0.86615 2.38292  -0.700
C -2.93413 3.47987 -0.01068  -1.187
O -2.31287 4.68199 -0.53372  -0.007
N -2.79342 5.80025 0.09108  0.026
O -1.98436 6.66685 -0.13097  -0.327
H 1.26757 4.29250 2.47285  0.247
H 2.59739 5.12980 1.44936  0.385
H 2.83234 3.37802 2.15490  0.234
H 0.48356 4.22045 0.09023  0.383
H 1.34768 1.25738 0.45025  0.536
H 0.72419 1.97054 2.02486  0.456
H -1.20507 -0.46962 1.93757  0.128
H 0.18808 -0.67926 0.12394  0.029
H -0.97579 4.65372 1.74764  0.332
H -0.74898 3.22636 2.94722  -0.084
H -2.38157 4.06802 2.79604  0.411
H -3.34261 2.76854 -0.82565  0.407
H -3.86562 3.78526 0.61275  0.543
O 5.03096 0.35928 -0.04507  -0.499
C 4.94954 -0.00508 -1.18685  0.598
O 3.81131 0.06555 -1.93216  -0.228
C 4.16405 -0.33458 -3.24980  -0.079
C 5.38617 -1.16022 -3.01769  0.444
F 6.24246 -1.06618 -4.06239  -0.306
O 5.98200 -0.54668 -1.89166  -0.364
H 4.36253 0.55339 -3.85758  0.284
H 3.35987 -0.90478 -3.71523  -0.148
H 5.18293 -2.21261 -2.79871  0.271
O 1.27756 -0.44472 2.14361  -0.423
C 2.36706 -0.64722 2.60896  0.374
O 3.32768 -1.39397 2.00037  -0.231
C 4.49754 -1.27845 2.79693  -0.435
C 3.93790 -0.91626 4.13441  0.279
F 4.79228 -0.12192 4.82001  -0.296
O 2.78684 -0.16345 3.80926  -0.234
H 5.14275 -0.49810 2.38301  0.272
H 5.05279 -2.21760 2.81818  0.301
H 3.65398 -1.77427 4.75108  0.294
O 2.71771 -2.51922 -4.78056  -0.601
C 1.67281 -2.79474 -4.25664  0.664
O 0.54719 -3.15329 -4.93436  -0.312
C -0.41483 -3.52200 -3.95552  -0.423
C 0.06583 -2.79162 -2.74456  0.590
F -0.22564 -3.47880 -1.61529  -0.278
O 1.46940 -2.77745 -2.91080  -0.294
H -0.40318 -4.60808 -3.82642  0.168
H -1.41838 -3.21554 -4.25566  0.216
H -0.30554 -1.76566 -2.66096  0.216
O -3.89392 -3.71658 -5.05619  -0.503
C -3.74293 -4.89360 -5.21916  0.650
O -4.76004 -5.80093 -5.23345  -0.323
C -4.18478 -7.05047 -5.58357  -0.462
C -2.75572 -6.86788 -5.18526  0.301
F -1.93166 -7.57272 -5.99578  -0.287
O -2.53108 -5.49010 -5.40552  -0.238
H -4.30533 -7.21779 -6.65778  0.288
H -4.66596 -7.86860 -5.04510  0.274
H -2.54550 -7.11224 -4.13963  0.314
O -0.50415 2.73923 5.63972  -0.517
C -1.67666 2.53228 5.78261  0.534
O -2.60184 2.65102 4.78799  -0.086
C -3.82275 2.19994 5.31598  -0.560
C -3.63936 2.37550 6.78660  0.294
F -4.31720 1.43225 7.48188  -0.297
O -2.25281 2.15333 6.95997  -0.330
H -3.96647 1.15392 5.03146  0.337
H -4.65798 2.78709 4.93074  0.293
H -3.90562 3.37023 7.15649  0.288

The following is a DFT calculation (wB97M-V/def2-TZVPD) of a 4-piece molecular cluster, C24H28F9IN3O6 overall at a distorted geometry.

Output
gap between HOMO and LUMO: 7.82 eV
E_HOMO: -12.58 eV
total charge: +1

Last column: Mulliken charge in e.
Positions of all 71 atoms, in Å:
C 6.10400 -0.07044 0.14191  -1.076
C 5.33393 -0.92302 -0.90019  -0.711
C 4.11740 -1.61751 -0.28949  -0.994
I 3.64213 -3.36709 -1.45062  0.228
N 2.95560 -0.68678 -0.19242  0.752
C 1.75011 -1.10315 0.11355  -0.075
C 0.60664 -0.35433 0.27113  -0.792
C 0.79261 1.04292 0.00059  -0.413
C 2.12442 1.35023 -0.31583  0.029
C 2.39278 2.79100 -0.61717  0.579
C 2.03609 3.34802 -1.83814  -0.334
C 2.35670 4.66990 -2.02969  -0.329
N 2.93797 5.49136 -1.17005  -0.571
C 3.27336 4.95233 -0.00379  -0.385
C 3.02621 3.62672 0.26826  -0.311
N 3.17373 0.57949 -0.42005  -0.365
H 5.39780 0.32069 0.87880  0.290
H 6.47438 0.81599 -0.37462  0.337
H 6.89873 -0.62775 0.62734  0.312
H 5.05733 -0.33485 -1.77508  0.391
H 6.02806 -1.67606 -1.27238  0.584
H 4.40370 -1.92658 0.71613  0.670
H 1.65810 -2.17151 0.28018  0.421
H -0.35319 -0.78517 0.51838  0.541
H -0.00907 1.76392 0.04859  0.581
H 1.54223 2.76324 -2.60234  0.446
H 2.10375 5.09324 -3.00038  0.365
H 3.77770 5.56462 0.73426  0.375
H 3.33764 3.23345 1.23320  0.405
C -6.06770 0.57110 -0.32971  -0.838
C -5.02098 1.56774 -0.77189  -0.219
O -4.23191 2.03504 0.34905  -0.303
C -3.26231 1.24558 0.75498  0.413
O -2.96844 0.18463 0.28579  -0.526
C -2.50566 1.91842 1.91755  0.890
F -3.33394 2.45884 2.80396  -0.236
F -1.73062 2.91327 1.43737  -0.268
F -1.69597 1.08367 2.57415  -0.250
H -6.69035 0.99622 0.45890  0.325
H -6.69540 0.28960 -1.15903  0.150
H -5.60902 -0.33200 0.07436  0.332
H -5.49960 2.45130 -1.18817  0.324
H -4.37177 1.15531 -1.54361  0.307
C 6.52627 -0.88084 5.93044  -1.068
C 7.88844 -1.29431 5.41655  -0.224
O 7.85059 -2.61910 4.84672  -0.332
C 7.39001 -2.71653 3.61487  0.347
O 7.00041 -1.81140 2.93054  -0.498
C 7.46079 -4.17593 3.14504  0.916
F 6.99614 -5.01923 4.06997  -0.252
F 8.72026 -4.53251 2.87640  -0.259
F 6.74308 -4.35671 2.03477  -0.227
H 6.14486 -1.61923 6.63641  0.316
H 6.58602 0.08575 6.42893  0.375
H 5.80403 -0.80691 5.11726  0.269
H 8.59808 -1.34355 6.23911  0.328
H 8.27944 -0.58271 4.69036  0.310
C -10.64544 -3.16037 -3.96387  -1.089
C -10.14605 -2.24531 -5.06102  -0.216
O -9.97624 -0.89672 -4.57825  -0.314
C -8.86482 -0.65235 -3.90630  0.405
O -7.99586 -1.43787 -3.66322  -0.519
C -8.81578 0.82752 -3.50523  0.861
F -9.97483 1.24802 -2.99522  -0.260
F -8.53961 1.60392 -4.55893  -0.266
F -7.86822 1.04747 -2.58378  -0.270
H -11.56196 -2.76444 -3.52512  0.304
H -10.84517 -4.15490 -4.36059  0.369
H -9.91389 -3.24886 -3.16096  0.310
H -10.88091 -2.18545 -5.86074  0.316
H -9.21677 -2.60907 -5.49789  0.318

The following is a DFT calculation (wB97M-V/def2-TZVPD) of C24H28IN2O2P2Pt as an isolated structure.

Output
relative energy (zero: lowest compared OMol25 entry of this formula, charge and spin): 0.00 kJ/mol
gap between HOMO and LUMO: 7.15 eV
E_HOMO: -10.06 eV
total charge: +1

Last column: natural (NBO) charge in e.
Positions of all 60 atoms, in Å:
Pt -0.90087 -0.01333 0.87827  0.432
C 1.70833 4.10108 0.01809  -0.648
C 2.44077 2.79500 0.02626  0.190
N 3.64229 2.74219 -0.45902  -0.381
C 4.31984 1.55845 -0.44399  -0.044
C 3.80383 0.40811 0.05896  -0.033
C 4.64007 -0.84501 0.02805  -0.093
O 4.91587 -1.37502 1.32337  -0.726
C 2.46136 0.41140 0.56660  -0.292
C 1.99216 -0.78486 1.18244  0.199
N 0.76441 -1.15286 1.39927  -0.589
C 0.53746 -2.34766 2.14151  0.178
C 1.24416 -3.51970 1.89902  -0.249
C 1.00308 -4.65226 2.66283  -0.178
C 0.05502 -4.62807 3.67451  -0.194
C -0.66496 -3.46663 3.92298  -0.215
C -0.41987 -2.35011 3.14769  -0.195
I -1.46347 -0.56494 3.49460  0.307
C 1.73693 1.63292 0.56263  0.413
O 0.55716 1.81802 1.00661  -0.784
H 2.37325 4.88423 -0.33582  0.240
H 1.34425 4.34589 1.01716  0.228
H 0.83504 4.04640 -0.63708  0.212
H 5.31753 1.58124 -0.86527  0.199
H 5.56640 -0.64142 -0.51348  0.191
H 4.12649 -1.64818 -0.50568  0.178
H 5.44888 -0.73434 1.80650  0.479
H 2.76707 -1.46159 1.53865  0.230
H 1.98150 -3.54082 1.10600  0.229
H 1.55776 -5.55860 2.46225  0.234
H -0.13328 -5.51047 4.27004  0.235
H -1.40638 -3.44034 4.70978  0.237
C -2.27803 3.04995 0.88600  -0.970
P -2.53681 1.38621 0.24154  1.162
C -4.24976 0.96952 0.64576  -0.959
C -2.48632 1.47376 -1.56883  -0.355
C -3.08875 2.48985 -2.30197  -0.176
C -3.02443 2.47059 -3.68702  -0.174
C -2.37333 1.43283 -4.34163  -0.193
C -1.78024 0.41094 -3.61506  -0.122
C -1.82878 0.43378 -2.22575  -0.386
P -1.08227 -0.84021 -1.16964  1.128
C -2.13230 -2.30612 -1.34016  -0.961
C 0.47301 -1.32197 -1.95330  -0.969
H -1.27232 3.36046 0.60365  0.290
H -2.33081 3.00768 1.97454  0.258
H -3.02672 3.75174 0.52044  0.246
H -4.93018 1.69545 0.19962  0.251
H -4.37608 0.97656 1.72915  0.255
H -4.49160 -0.02470 0.27292  0.254
H -3.59781 3.30291 -1.79886  0.223
H -3.47860 3.26846 -4.25889  0.235
H -2.32370 1.42422 -5.42207  0.234
H -1.27425 -0.39093 -4.13818  0.212
H -2.19476 -2.62886 -2.38088  0.244
H -3.13138 -2.08475 -0.96843  0.252
H -1.70781 -3.10803 -0.73455  0.257
H 0.29427 -1.66954 -2.97126  0.247
H 0.91342 -2.13893 -1.38065  0.254
H 1.16426 -0.47958 -1.96022  0.271